The following is a quantum chemistry calculation of 2 unconnected molecules or ions with the total composition C9H6N2O2 at a distorted geometry, from the Open Molecules 2025 dataset.

Last column: Mulliken spin population.
Element x y z (Å)
C (0.690, 2.741, -0.639)  -0.0951
C (-2.883, -0.544, 0.387)  0.0648
C (3.255, -0.253, 1.238)  -0.0596
C (-1.462, -0.401, 0.378)  -0.0032
C (2.440, 0.855, 1.087)  0.2591
C (-3.363, 0.274, -0.610)  0.0264
C (3.151, -1.003, 0.067)  0.3420
C (-1.264, 0.675, -0.443)  0.9211
C (1.881, 0.787, -0.204)  -0.0069
N (0.231, 3.784, -0.604)  0.2153
N (1.085, 1.577, -0.897)  0.3494
O (-2.299, 0.969, -1.162)  -0.0404
O (2.385, -0.305, -0.820)  -0.0031
H (-3.509, -1.233, 1.029)  0.0050
H (3.933, -0.526, 2.069)  0.0039
H (-0.526, -0.751, 0.913)  -0.0048
H (2.144, 1.663, 1.673)  0.0117
H (-4.296, 0.666, -0.954)  0.0037
H (3.644, -1.932, -0.098)  0.0107

Properties
- maximum force (eV/A) = 4.91
- LUMO energy (alpha / beta) (hartree) = 0.0228 / -0.0942
- energy (eV) = -16498.4596
- 2S+1 = 3
- gap between HOMO and LUMO (alpha / beta) (eV) = 9.12 / 6.07
- HOMO energy (alpha / beta) (eV) = -8.5 / -8.6